Formula: C4H8N2O
Source: the OMol25 dataset
Level of theory: the ωB97M-V functional and the def2-TZVPD basis

Relative energy (zero: lowest compared OMol25 entry of this formula, charge and spin) in kJ/mol: 210.9
Calculated total energy in Ha: -341.7127
Total charge: 0
Highest occupied orbital energy (alpha / beta) in eV: -4.8 / -11.7
Multiplicity: 3
Expectation value of S²: 2.01
Frontier orbital gap (alpha / beta) in eV: 5.82 / 9.79

Geometry as XYZ:
```
15
C4H8N2O, DFT the ωB97M-V functional and the def2-TZVPD basis
H 0.5027 -0.2486 -1.7401
N 3.0508 -0.2099 0.1316
H -0.1855 -1.6385 -0.8937
O 3.3343 0.7422 -0.4491
H -1.2256 -0.5951 -1.8574
H -2.6485 -0.4788 0.1668
C -0.6432 0.2298 0.0205
C -0.3641 -0.6053 -1.1913
C 0.1047 1.2649 0.3649
N 2.7720 -1.1319 0.6730
H -2.1536 0.5619 1.5109
H -1.5686 -1.1025 1.4106
C -1.8241 -0.2177 0.8279
H 0.9368 1.5939 -0.2320
H -0.0884 1.8356 1.2574
```

Formula: C4H8N2O
Source: the OMol25 dataset
Level of theory: the ωB97M-V functional and the def2-TZVPD basis

Relative energy (zero: lowest compared OMol25 entry of this formula, charge and spin) in kJ/mol: 126.2
Calculated total energy in Ha: -341.6219
Total charge: +1
Highest occupied orbital energy (alpha / beta) in eV: -15.2 / -15.3
Multiplicity: 2
Expectation value of S²: 0.76
Frontier orbital gap (alpha / beta) in eV: 10.79 / 7.14

Geometry as XYZ:
```
15
C4H8N2O, DFT the ωB97M-V functional and the def2-TZVPD basis
C 1.0375 -1.0485 1.6592
H 1.6871 -1.4978 1.0253
O 1.0965 -0.1630 -2.4206
H 1.6422 -0.5338 2.5125
H -1.2959 -1.4864 -0.2922
N -1.4898 0.6955 -0.3028
C -0.6596 1.7656 0.1545
C -0.9455 -0.5370 0.0726
H -0.7532 2.9120 -0.0256
H 0.4031 -1.8727 2.0767
C 0.1693 -0.1978 0.9171
N 0.3968 1.1946 0.7689
H -2.3268 0.9360 -0.8104
H 0.2411 -0.0228 -1.9852
H 0.7971 -0.1438 -3.3499
```